47
Properties=species:S:1:pos:R:3:mulliken_spin:R:1 method="wB97M-V/def2-TZVPD" spin_multiplicity=5 charge=+3 energy_ev=-55051.957
Pd -0.243 0.049 0.957 1.30
P 1.976 -0.483 0.745 0.34
C 2.251 -0.566 -1.068 0.08
C 1.053 -1.216 -1.699 0.19
N -0.137 -1.028 -1.113 0.06
C -1.282 -1.368 -1.733 0.24
C -1.249 -2.139 -2.904 0.20
C -0.013 -2.472 -3.454 0.00
C 1.151 -1.983 -2.865 0.17
C -2.557 -0.791 -1.149 0.03
P -2.070 0.715 -0.236 0.37
H 2.145 -2.139 -3.277 0.00
H -2.199 -2.453 -3.334 -0.01
H 0.050 -3.097 -4.341 0.01
H -3.280 -0.557 -1.940 0.01
H -3.030 -1.484 -0.434 0.03
H 2.316 0.530 -1.401 0.08
H 3.187 -1.090 -1.319 0.02
H 1.382 2.522 -0.833 0.00
O 1.930 2.068 -1.575 0.05
H 2.462 2.725 -2.071 0.00
H 0.063 2.825 0.931 0.02
O 0.457 3.284 0.164 0.01
H 0.484 4.245 0.379 0.00
C -1.743 1.900 -1.552 0.05
H -2.457 1.806 -2.381 0.02
H -1.823 2.899 -1.104 0.00
H -0.723 1.781 -1.946 -0.01
C -3.479 1.253 0.741 0.06
H -3.214 2.187 1.250 0.01
H -4.362 1.410 0.111 0.03
H -3.690 0.491 1.501 0.00
C 2.483 -2.101 1.360 0.05
H 3.552 -2.261 1.173 0.02
H 2.283 -2.181 2.433 0.00
H 1.909 -2.872 0.839 0.00
C 3.175 0.699 1.385 0.04
H 2.865 0.895 2.419 0.01
H 4.184 0.268 1.364 0.02
H 3.150 1.630 0.803 0.00
F -0.302 -2.132 2.897 0.06
C -0.977 -0.950 2.682 0.41
F -2.306 -1.305 2.524 0.06
C -0.866 -0.083 3.956 -0.06
F -1.339 -0.765 5.025 0.02
F 0.420 0.266 4.241 0.01
F -1.587 1.068 3.851 0.01